97
Properties=species:S:1:pos:R:3:forces:R:3 method="wB97M-V/def2-TZVPD" largest_force_ev_per_a=5.5 relative_energy_kcal_mol=0.0 s2=0.754 charge=-1 e_homo_ev="-2.3 / -4.5" spin_multiplicity=2 energy_ha=-2976.34392
O 2.6133 -2.4149 -0.7102 1.76 -0.10 0.74
V 1.0066 -2.4542 -0.8672 1.62 -4.55 -1.40
O 0.3213 -1.0686 -0.6619 -2.64 4.48 0.80
O 1.1257 -4.5514 -4.3848 -0.84 -0.57 -1.26
C 1.0379 -3.8728 -3.2608 2.40 2.87 3.98
O 1.1655 -4.3996 -2.1545 -1.16 -3.48 1.32
O 1.1080 -2.6136 -3.1914 -1.39 1.41 -2.94
H 0.8313 -3.8911 -5.0164 0.23 0.07 -0.69
C 1.2264 -5.1091 5.0690 -0.62 -0.97 0.56
O 1.2257 -4.7068 3.7395 0.78 1.32 0.02
C 0.3671 -5.3791 2.8420 0.35 0.20 -0.98
C 0.6857 -4.8138 1.4061 1.11 -0.76 0.85
N 0.3727 -3.4172 1.1635 -0.59 -0.44 -0.45
C -1.0447 -3.1029 1.2516 -0.27 0.30 -0.74
C -1.8499 -3.8072 0.1481 0.23 0.37 0.53
O -1.4721 -3.2171 -1.0862 -0.32 0.07 0.62
C -2.3414 -3.5362 -2.1275 -0.31 0.92 -0.60
H 2.1004 -4.8919 5.6829 0.62 0.54 -0.88
H 1.1688 -6.1972 5.0966 -0.37 -0.30 0.26
H 0.4221 -4.6595 5.6514 -0.56 -0.13 -0.10
H -0.6884 -5.2781 3.0944 -0.17 0.16 0.26
H 0.6441 -6.4305 2.9192 -0.22 -0.37 -0.42
H 0.3742 -5.4688 0.5925 -0.50 0.02 0.17
H 1.7727 -4.8743 1.3522 0.17 0.03 -0.08
H 0.8293 -2.8943 1.8971 0.50 0.78 0.14
H -1.1389 -2.0351 1.0536 0.09 0.10 -0.35
H -1.4677 -3.1654 2.2542 -0.18 -0.87 0.21
H -2.8981 -3.6767 0.4169 -0.41 0.37 -0.46
H -1.7236 -4.8849 0.0444 0.34 -0.26 0.36
H -2.1415 -2.8689 -2.9659 0.88 -0.40 -0.25
H -3.3532 -3.1812 -1.9319 -0.50 -0.57 0.67
H -2.2997 -4.5908 -2.3997 -0.09 -0.06 -0.12
C 3.1179 0.7814 -2.6009 1.33 -0.22 -0.95
O 2.6558 1.6384 -1.6051 -0.52 0.48 -0.18
C 1.3180 2.0755 -1.9258 0.38 -0.66 2.39
C 0.8402 2.7902 -0.5923 0.75 -0.12 -1.18
N 1.7290 3.9458 -0.3635 -0.43 -0.24 -0.88
C 1.6171 4.6267 0.9228 0.78 -1.83 -0.82
C 2.6178 5.7319 0.9811 -0.63 0.62 -1.39
O 3.9816 5.3079 1.1480 -0.96 1.49 0.43
C 4.7743 6.5045 1.2047 0.44 -0.98 0.89
H 3.5904 1.3885 -3.3731 0.21 0.14 -0.40
H 2.3977 0.1533 -3.1251 -0.61 0.01 0.48
H 3.8802 0.0918 -2.2384 -0.10 0.10 0.45
H 0.8754 1.0953 -2.1027 -1.24 0.40 0.09
H 1.2533 2.7143 -2.8067 0.21 0.25 -0.02
H 1.0018 2.1034 0.2386 -0.52 -0.56 -0.06
H -0.2034 3.0901 -0.6870 -0.07 0.05 0.13
H 2.6342 3.5065 -0.4511 0.52 0.40 0.06
H 1.9030 3.9470 1.7255 -0.38 -0.32 0.58
H 0.5737 4.9234 1.0298 0.17 0.43 0.25
H 2.1712 6.4589 1.6595 1.02 0.26 0.96
H 2.5841 6.2349 0.0147 -0.10 0.18 -0.30
H 4.3772 7.1935 1.9501 -0.20 0.12 0.04
H 4.9121 7.0516 0.2720 -0.30 -0.28 -0.35
H 5.7460 6.1842 1.5806 0.12 0.05 -0.20
C -7.6095 3.8715 -3.1094 0.40 0.91 1.03
O -6.5266 3.4535 -2.3113 0.66 -0.64 1.12
C -6.8857 2.7792 -1.0698 0.91 -1.06 -0.87
C -5.6308 2.2825 -0.2502 -0.90 0.93 -0.70
N -4.6965 1.4712 -1.0081 -1.07 -0.14 0.59
C -3.2810 1.6883 -0.6972 -1.65 0.64 -0.58
C -2.4843 0.7677 -1.5737 1.70 0.36 0.85
O -2.4207 1.3139 -2.8842 0.30 -1.07 -1.04
C -1.9787 0.3767 -3.9186 -0.63 0.78 0.42
H -7.1978 4.3426 -4.0020 0.00 -0.73 -0.32
H -8.0607 4.7291 -2.6104 -0.67 0.02 0.24
H -8.3534 3.0892 -3.2605 0.04 -0.07 -0.35
H -7.4076 1.8708 -1.3706 -0.45 -0.13 0.02
H -7.5457 3.3849 -0.4489 0.05 0.21 0.05
H -5.9773 1.7081 0.6089 -0.45 -0.05 0.07
H -5.2262 3.1918 0.1944 0.72 0.25 -0.11
H -4.8805 1.5924 -1.9938 0.41 0.17 -0.12
H -3.0748 1.6324 0.3716 -0.12 -0.91 0.07
H -3.1448 2.7574 -0.8602 1.00 0.24 -0.59
H -2.8200 -0.2677 -1.5148 -0.64 -0.02 -0.35
H -1.5034 0.6863 -1.1053 0.60 0.04 -0.39
H -2.6789 -0.4547 -4.0011 -0.02 -0.25 0.31
H -0.9583 0.0035 -3.8312 0.03 0.02 0.60
H -2.0398 0.8867 -4.8800 -0.04 0.37 0.16
C 3.7838 -2.0633 2.5560 0.10 0.83 -0.01
C 2.7403 -1.0538 3.0866 0.14 -0.89 -0.20
C 2.5809 0.1938 2.1971 0.11 -2.58 0.54
O 3.7901 0.8689 2.3658 0.47 0.65 0.69
C 4.3450 1.2679 1.1511 -0.44 0.93 -1.01
N 1.4748 -1.7674 3.2704 -0.21 0.07 0.17
H 4.7083 -1.5076 2.3992 0.18 -0.04 0.15
H 3.5673 -2.5247 1.5925 -0.53 0.03 -0.03
H 3.9676 -2.8174 3.3212 0.02 -0.17 -0.01
H 3.1168 -0.7654 4.0680 0.15 0.57 0.13
H 1.6533 0.6765 2.5047 0.15 0.88 0.02
H 2.4492 -0.1923 1.1863 -0.11 0.24 -0.36
H 5.2824 1.8178 1.2339 0.10 -0.24 0.68
H 3.6465 1.9762 0.7055 0.05 0.00 -0.50
H 4.4833 0.4395 0.4563 -0.05 -0.20 -0.02
H 1.6545 -2.5688 3.8582 0.03 -0.34 -0.10
H 0.8113 -1.2224 3.8022 -0.15 0.42 -0.04

100
Properties=species:S:1:pos:R:3:forces:R:3 method="wB97M-V/def2-TZVPD" largest_force_ev_per_a=3.2 charge=-1 e_homo_ev=-4.9 spin_multiplicity=1 energy_ha=-2972.77122
C 5.9119 -5.4137 -2.3248 0.36 0.07 -0.02
C 6.0081 -4.2642 -3.3300 -0.78 -0.30 0.19
C 4.8882 -4.3649 -4.3717 0.47 0.02 -0.06
C 4.8677 -3.1521 -5.3215 0.08 -0.11 0.30
C 3.8506 -2.0740 -4.9432 0.28 0.13 -0.73
C 2.3895 -2.4406 -5.1445 -0.27 -0.44 1.01
F 2.0758 -2.2691 -6.5308 0.26 0.31 0.00
O 2.0393 -3.6974 -4.7980 0.21 0.11 -0.15
B 0.6572 -3.7219 -4.1895 -0.45 -0.01 0.19
C -0.3969 -4.7313 -4.8905 0.26 0.34 -0.01
C -1.8459 -4.3945 -4.5614 0.03 -0.37 -0.09
C -2.8121 -5.5252 -4.9281 0.10 0.18 0.10
O -2.0035 -4.1364 -3.1501 0.08 -0.27 -0.11
O 0.2031 -2.2818 -4.4209 0.21 0.08 0.16
C 1.3608 -1.5332 -4.3998 -0.62 -0.74 -1.00
S 1.7787 -1.1709 -2.6426 1.10 0.80 0.50
C 0.2163 -1.2845 -1.8079 -0.03 -0.22 -0.04
O 2.6989 -2.1115 -2.0389 -0.29 -0.30 -0.13
O 2.2264 0.2150 -2.5697 -0.40 0.08 -0.27
H 5.8480 -6.3780 -2.8365 -0.07 0.02 0.02
H 5.0336 -5.2908 -1.6896 -0.04 -0.08 -0.07
H 6.7945 -5.4471 -1.6789 -0.06 0.00 0.05
H 6.9866 -4.2633 -3.8182 0.02 0.20 0.06
H 5.8356 -3.3349 -2.7771 0.41 0.12 -0.12
H 3.9438 -4.4640 -3.8409 -0.09 0.00 -0.18
H 5.0425 -5.2767 -4.9594 -0.11 -0.04 0.08
H 5.8581 -2.6834 -5.2559 -0.02 0.02 -0.16
H 4.7525 -3.4693 -6.3602 -0.22 0.05 0.03
H 4.0421 -1.7533 -3.9202 -0.19 -0.13 0.06
H 4.0305 -1.2020 -5.5827 -0.03 0.04 0.11
H 0.7484 -3.9475 -2.9884 0.13 0.03 -0.01
H -0.1797 -5.7626 -4.5880 -0.01 -0.01 -0.08
H -0.2565 -4.6444 -5.9763 -0.10 -0.20 -0.01
H -2.1159 -3.5014 -5.1352 -0.03 0.09 0.18
H -2.3981 -6.4781 -4.5908 -0.04 -0.01 -0.05
H -3.7667 -5.3800 -4.4164 -0.06 0.04 -0.17
H -2.9678 -5.5607 -6.0089 -0.01 -0.11 0.02
H -2.4452 -3.2972 -3.0562 -0.09 0.32 0.07
H 1.2320 -0.5962 -4.9480 0.10 0.25 0.48
H 0.2774 -0.5926 -0.9694 0.05 0.07 -0.09
H -0.5652 -1.0236 -2.5168 -0.06 0.05 0.13
H 0.0930 -2.3074 -1.4596 -0.09 -0.02 -0.17
O -4.4407 0.4864 0.2585 -1.58 0.20 0.53
P -4.0965 1.9144 0.1633 2.95 0.83 -0.64
N -3.9370 2.3126 -1.4604 -0.34 -0.11 0.03
C -2.9455 3.1989 -2.0415 -0.06 0.26 0.02
C -4.9458 1.7664 -2.3599 -0.02 -0.30 -0.06
N -2.6563 2.1200 1.0085 0.22 -0.47 -0.17
C -1.6640 3.1453 0.7336 -0.13 0.35 0.32
C -2.0091 0.9035 1.4955 0.10 -0.32 0.01
N -4.8578 3.2864 0.7888 -1.42 -0.76 0.23
C -5.2225 3.1264 2.2081 0.25 0.09 0.11
C -6.0321 3.7693 0.0493 0.16 0.17 -0.14
H -2.8358 4.1274 -1.4799 0.00 0.00 0.04
H -3.2613 3.4850 -3.0451 -0.04 -0.06 0.01
H -1.9635 2.7285 -2.1262 0.00 -0.01 -0.01
H -5.9107 2.2837 -2.2871 0.03 0.04 -0.05
H -5.1181 0.7110 -2.1482 0.01 0.02 0.04
H -4.6045 1.8443 -3.3916 0.06 0.00 0.03
H -1.0269 2.8978 -0.1212 0.02 0.01 0.00
H -1.0213 3.2508 1.6110 -0.04 -0.04 0.03
H -2.1353 4.1131 0.5675 -0.06 -0.02 -0.07
H -1.4845 0.3642 0.6975 0.01 -0.02 0.02
H -2.7295 0.2256 1.9443 -0.09 0.01 -0.14
H -1.2870 1.1661 2.2710 -0.02 0.18 -0.04
H -5.9949 2.3629 2.3541 -0.03 0.03 -0.02
H -5.5973 4.0766 2.5910 0.01 0.02 -0.03
H -4.3415 2.8483 2.7832 0.01 -0.03 -0.03
H -6.8259 3.0194 -0.0466 -0.02 0.00 0.05
H -5.7409 4.1042 -0.9444 0.03 -0.08 -0.02
H -6.4425 4.6311 0.5771 0.00 -0.01 0.03
O -0.5531 2.7186 4.2956 0.01 -1.33 -0.88
P 0.5956 2.4583 5.1782 1.07 2.25 1.94
N 0.0209 2.1979 6.7358 -0.24 -0.24 -0.23
C 0.6090 2.6643 7.9751 0.23 -0.18 0.08
C -1.1551 1.3394 6.8433 -0.26 0.06 -0.10
N 1.5598 3.8486 5.1036 -0.53 0.29 -0.05
C 2.4228 4.3191 6.1681 0.38 -0.21 -0.12
C 1.0137 4.9651 4.3343 -0.09 0.06 -0.01
N 1.8544 1.3554 5.0631 -0.76 -0.96 -1.06
C 2.4424 1.3135 3.7060 0.18 0.21 0.04
C 1.5524 -0.0227 5.4856 0.08 0.05 0.26
H 1.6864 2.5001 8.0159 0.03 0.01 -0.03
H 0.1858 2.1036 8.8089 -0.04 -0.01 -0.05
H 0.4150 3.7242 8.1585 -0.01 0.00 0.00
H -0.9234 0.2777 6.7013 0.01 0.00 0.06
H -1.9031 1.6175 6.1007 0.04 0.00 -0.02
H -1.6080 1.4516 7.8280 0.03 0.06 0.00
H 1.8782 4.8483 6.9571 0.02 0.02 0.01
H 3.1557 5.0162 5.7534 -0.02 -0.02 -0.04
H 2.9867 3.4976 6.6065 -0.07 -0.06 0.03
H 0.2398 5.5193 4.8797 0.02 0.02 0.00
H 0.5852 4.6183 3.3993 -0.06 -0.05 0.05
H 1.8271 5.6545 4.0969 0.02 -0.02 0.04
H 1.7412 0.9223 2.9626 0.01 -0.05 0.02
H 3.3247 0.6744 3.7195 0.00 0.00 0.03
H 2.7476 2.3132 3.4053 -0.04 0.02 0.02
H 0.7231 -0.4749 4.9317 0.03 -0.01 -0.05
H 1.3268 -0.0509 6.5501 -0.06 0.06 -0.01
H 2.4400 -0.6335 5.3233 0.00 0.01 -0.03

93
Properties=species:S:1:pos:R:3:forces:R:3 method="wB97M-V/def2-TZVPD" largest_force_ev_per_a=2.9 e_homo_ev=-8.9 spin_multiplicity=1 smiles=COC[C@H](C)N.COC[C@H](C)N.COC[C@H](C)N.COC[C@H](C)N.BrC(Br)Br.CCCCCC energy_ha=-9153.54494
C 3.0431 3.3868 8.4588 0.28 0.09 -0.48
O 2.2735 3.4389 9.6079 -0.10 0.51 1.36
C 0.9193 3.1043 9.5006 -0.81 0.28 -0.85
C 0.0215 4.1777 8.7733 -0.72 0.80 1.10
C 0.0778 5.6028 9.4476 0.34 -1.37 -0.18
N -1.3843 3.7460 8.7873 0.21 -0.83 -0.12
H 3.0583 2.3911 8.0157 -0.08 -0.27 -0.09
H 4.0624 3.6461 8.7451 -0.04 0.01 -0.04
H 2.7010 4.0943 7.7035 0.01 0.13 -0.18
H 0.8571 2.1789 8.9281 -0.29 -0.26 -0.26
H 0.5163 2.8641 10.4845 0.14 0.37 0.14
H 0.3349 4.1815 7.7293 0.37 0.54 -0.02
H -0.4823 5.6412 10.3819 0.19 -0.69 0.35
H -0.4433 6.3915 8.9050 0.60 -0.06 -0.71
H 1.1314 5.7734 9.6685 -0.13 0.68 -0.08
H -1.5994 3.2897 7.9122 -0.28 -0.10 0.08
H -2.0652 4.4767 8.9375 0.30 0.16 -0.02
C -2.1010 -3.5283 1.5215 0.15 -1.04 -0.15
O -2.2385 -2.2976 2.1460 -0.66 0.33 0.16
C -1.0938 -1.5051 2.2057 0.09 0.14 -1.35
C -1.4164 -0.1342 2.7394 0.18 -0.41 1.59
C -0.1760 0.6973 2.7820 0.87 0.42 -1.11
N -1.8972 -0.2492 4.1296 -0.46 0.51 -0.42
H -1.4163 -4.2118 2.0236 0.01 -0.07 0.76
H -1.6626 -3.5435 0.5236 -0.25 0.79 -0.49
H -3.0911 -3.9829 1.4868 0.11 -0.01 -0.04
H -0.3124 -2.0113 2.7725 0.23 0.07 0.41
H -0.7042 -1.3538 1.1990 0.22 -0.21 -0.43
H -2.1232 0.4078 2.1110 -0.37 -0.39 0.07
H 0.6226 0.2919 3.4033 -0.26 0.10 0.50
H -0.4157 1.7378 3.0013 0.18 -0.15 0.38
H 0.2704 0.6906 1.7877 0.06 0.18 -0.27
H -1.2363 -0.8563 4.5930 0.03 -0.09 0.34
H -2.7868 -0.7274 4.1367 -0.13 -0.17 0.07
C -0.9292 4.1632 -4.1853 -0.93 -0.06 -0.98
O -1.2568 5.5313 -4.2169 -0.13 0.80 0.04
C -2.5596 5.8668 -3.7202 1.08 -0.44 0.49
C -2.9970 7.2794 -4.1272 0.14 0.84 1.32
C -2.2362 8.4362 -3.4465 1.83 -0.65 -0.43
N -4.3608 7.4757 -3.6378 -1.22 -0.01 -0.37
H 0.0656 4.0640 -4.6195 0.01 -0.09 0.43
H -1.6282 3.6478 -4.8439 -0.05 -0.28 -0.42
H -1.0811 3.6315 -3.2459 0.49 0.45 0.58
H -3.2811 5.0984 -3.9977 -0.29 0.18 -0.53
H -2.4704 5.7607 -2.6391 -0.32 0.38 0.46
H -2.8981 7.3689 -5.2090 -0.35 -0.03 -0.04
H -1.1868 8.1427 -3.4225 0.32 0.37 0.18
H -2.5568 8.6429 -2.4254 -0.04 -0.46 0.12
H -2.2903 9.4062 -3.9406 -0.21 -0.20 -0.45
H -4.2662 7.7674 -2.6754 0.11 -0.97 0.76
H -4.6395 8.4057 -3.9160 -0.43 0.15 -1.16
C -4.3660 -2.7145 -5.0964 -0.69 0.16 1.13
O -3.7903 -3.9306 -5.4556 0.57 0.66 -0.74
C -4.4529 -4.5357 -6.5179 0.88 -2.77 -0.25
C -3.3837 -5.4824 -7.2497 -0.57 0.79 -0.93
C -2.4267 -4.5542 -7.9651 -0.75 0.52 -0.57
N -4.0842 -6.2950 -8.2513 -0.78 0.12 0.18
H -4.7251 -2.0487 -5.8811 0.61 -0.12 -0.69
H -3.6543 -2.1933 -4.4560 -0.20 0.05 0.02
H -5.2882 -2.9429 -4.5621 -0.15 0.20 0.60
H -5.2569 -5.1653 -6.1366 -0.25 -0.32 0.25
H -4.9738 -3.8610 -7.1972 0.62 0.33 -0.36
H -2.7679 -6.1187 -6.6140 -0.47 0.17 0.91
H -3.0486 -3.9649 -8.6388 -0.04 0.32 -0.06
H -1.7449 -5.0518 -8.6548 0.46 -0.14 0.54
H -1.9866 -3.8703 -7.2393 0.47 -0.20 -0.24
H -4.7465 -6.9125 -7.8039 -0.19 -0.02 0.13
H -3.5119 -6.9041 -8.8184 0.49 0.26 0.09
Br -9.2968 1.1580 6.5351 0.84 -0.60 1.07
C -8.0711 0.4655 7.9370 -0.42 -0.88 0.34
Br -7.1959 -1.2780 7.4301 -0.68 1.46 0.19
Br -8.9545 0.1920 9.7271 0.45 0.33 -1.41
H -7.2945 1.2107 8.1091 -0.19 -0.31 -0.20
C 10.5014 -4.0534 -1.8570 -0.30 -1.22 0.73
C 9.6378 -4.4841 -3.0396 0.91 0.90 -1.04
C 8.1029 -4.6997 -2.9116 0.72 -0.51 0.24
C 7.2711 -3.5234 -2.5049 -1.28 0.95 -0.19
C 5.7469 -3.7872 -2.2624 -0.04 0.03 -0.73
C 4.9706 -4.5466 -3.3886 1.17 0.24 0.71
H 11.5548 -4.2103 -2.0890 0.06 0.48 -0.40
H 10.3684 -4.8354 -1.1095 -0.26 0.38 0.76
H 10.3541 -3.0499 -1.4578 -0.17 -0.16 0.02
H 9.9478 -3.7681 -3.8008 -0.97 0.54 -0.46
H 10.2154 -5.3108 -3.4531 -0.80 -0.89 0.14
H 7.9211 -5.4915 -2.1850 0.13 -0.29 0.11
H 7.6474 -5.0362 -3.8429 0.49 -0.32 -0.23
H 7.6833 -2.9802 -1.6545 0.00 -0.07 0.15
H 7.2269 -2.8122 -3.3297 0.51 0.24 -0.17
H 5.5562 -4.1959 -1.2700 -0.02 -0.24 -0.05
H 5.2467 -2.8202 -2.3150 0.24 0.32 0.56
H 3.9028 -4.4160 -3.2134 0.04 -0.33 -0.09
H 5.2261 -4.0859 -4.3428 -0.10 0.05 -0.12
H 5.2691 -5.5930 -3.4534 -0.32 -0.09 0.04